{"formula": "C72H162CdN6O24", "method": "the ωB97M-V functional and the def2-TZVPD basis", "lumo_energy_ev": 0.12, "energy_ev": -139915.3570, "homo_lumo_gap_ev": 7.790, "elements": ["Cd", "C", "C", "O", "O", "H", "H", "H", "C", "C", "O", "O", "H", "H", "H", "C", "C", "O", "O", "H", "H", "H", "H", "H", "H", "C", "C", "O", "O", "H", "H", "H", "H", "H", "H", "C", "C", "O", "O", "H", "H", "H", "H", "H", "H", "C", "C", "O", "O", "H", "H", "H", "H", "H", "H", "C", "C", "O", "O", "H", "H", "H", "H", "H", "H", "C", "C", "O", "O", "H", "H", "H", "H", "H", "H", "C", "C", "O", "O", "H", "H", "H", "H", "H", "H", "C", "C", "C", "C", "C", "C", "N", "O", "C", "C", "C", "H", "H", "H", "H", "H", "H", "H", "H", "H", "H", "H", "H", "H", "H", "H", "H", "H", "H", "H", "C", "C", "C", "C", "C", "C", "N", "O", "C", "C", "C", "H", "H", "H", "H", "H", "H", "H", "H", "H", "H", "H", "H", "H", "H", "H", "H", "H", "H", "H", "C", "C", "C", "C", "C", "C", "N", "O", "C", "C", "C", "H", "H", "H", "H", "H", "H", "H", "H", "H", "H", "H", "H", "H", "H", "H", "H", "H", "H", "H", "C", "C", "C", "C", "C", "C", "N", "O", "C", "C", "C", "H", "H", "H", "H", "H", "H", "H", "H", "H", "H", "H", "H", "H", "H", "H", "H", "H", "H", "H", "C", "C", "C", "C", "C", "C", "N", "O", "C", "C", "C", "H", "H", "H", "H", "H", "H", "H", "H", "H", "H", "H", "H", "H", "H", "H", "H", "H", "H", "H", "C", "C", "C", "C", "C", "C", "N", "O", "C", "C", "C", "H", "H", "H", "H", "H", "H", "H", "H", "H", "H", "H", "H", "H", "H", "H", "H", "H", "H", "H"], "coordinates": [[0.534, 2.671, -3.276], [-2.664, 5.002, -4.592], [-1.432, 4.198, -4.113], [-1.016, 3.172, -4.697], [-0.762, 4.358, -3.067], [-2.708, 6.032, -4.237], [-3.631, 4.544, -4.384], [-2.664, 4.871, -5.674], [1.084, -0.264, -0.473], [0.769, 0.870, -1.481], [1.499, 1.864, -1.512], [-0.050, 0.839, -2.443], [0.328, -1.049, -0.506], [1.354, -0.015, 0.554], [1.952, -0.722, -0.947], [3.737, 3.628, 0.223], [4.366, 2.280, -0.194], [5.722, 2.213, 0.223], [3.584, 3.758, 1.640], [2.680, 3.759, -0.010], [4.221, 4.542, -0.120], [4.240, 2.137, -1.267], [3.712, 1.541, 0.270], [5.696, 2.492, 1.142], [3.272, 4.654, 1.786], [4.401, 6.677, -2.455], [5.555, 6.630, -1.426], [5.451, 7.645, -0.449], [3.185, 6.287, -1.848], [4.503, 5.933, -3.245], [4.226, 7.676, -2.856], [6.389, 6.677, -2.126], [5.506, 5.776, -0.750], [6.277, 7.904, -0.033], [2.829, 7.108, -1.500], [2.734, -1.774, -7.079], [4.134, -1.338, -7.385], [4.991, -1.745, -6.327], [2.183, -0.956, -6.089], [2.670, -2.818, -6.772], [2.072, -1.646, -7.936], [4.141, -0.266, -7.580], [4.436, -1.855, -8.296], [5.597, -2.309, -6.813], [2.438, -1.286, -5.225], [0.344, 7.810, 2.681], [0.109, 6.281, 2.175], [0.892, 6.005, 1.056], [-0.935, 8.408, 3.046], [0.873, 8.409, 1.939], [0.893, 7.987, 3.606], [-0.913, 6.183, 1.808], [0.383, 5.452, 2.827], [0.478, 5.263, 0.608], [-0.772, 9.140, 3.646], [2.702, 4.000, -4.504], [2.838, 2.455, -4.831], [1.587, 1.855, -4.953], [2.011, 4.139, -3.254], [2.007, 4.457, -5.209], [3.654, 4.489, -4.297], [3.243, 1.957, -3.950], [3.508, 2.239, -5.663], [1.747, 0.964, -5.271], [2.250, 5.025, -2.972], [5.113, -0.129, -2.991], [6.085, -1.319, -2.651], [6.750, -1.862, -3.809], [4.514, -0.256, -4.233], [5.487, 0.885, -2.850], [4.238, -0.058, -2.345], [5.425, -1.926, -2.032], [6.814, -0.886, -1.966], [6.479, -1.402, -4.606], [5.016, -0.804, -4.840], [-4.904, 0.581, -3.616], [-4.226, 1.981, -3.703], [-3.932, 2.319, -2.376], [-6.017, 0.325, -2.681], [-4.108, -0.089, -3.292], [-5.198, 0.425, -4.654], [-5.040, 2.534, -4.171], [-3.388, 1.879, -4.393], [-4.748, 2.716, -2.062], [-5.702, -0.075, -1.867], [-2.935, -0.766, -0.678], [-3.716, -2.046, -0.329], [-2.815, -3.009, 0.377], [-3.412, -4.379, 0.818], [-4.593, -4.092, 1.708], [-5.644, -3.204, 0.986], [-5.010, -1.949, 0.390], [-5.796, -0.797, 0.171], [-6.451, -3.961, -0.168], [-6.625, -2.846, 2.142], [-4.139, -2.637, -1.699], [-2.065, -0.996, -1.292], [-2.631, -0.039, 0.075], [-3.405, -0.109, -1.410], [-1.843, -3.068, -0.112], [-2.513, -2.503, 1.295], [-2.617, -4.941, 1.309], [-3.607, -4.923, -0.106], [-4.360, -3.707, 2.701], [-5.058, -5.010, 2.067], [-5.841, -4.453, -0.925], [-7.158, -4.693, 0.223], [-7.014, -3.272, -0.798], [-7.054, -3.678, 2.699], [-6.227, -2.214, 2.936], [-7.473, -2.313, 1.714], [-5.154, -2.343, -1.968], [-4.034, -3.722, -1.700], [-3.333, -2.336, -2.368], [-5.574, -0.275, 0.945], [0.429, -4.463, -3.894], [1.785, -4.812, -3.133], [1.766, -3.975, -1.833], [0.790, -4.396, -0.750], [1.285, -5.838, -0.488], [1.055, -6.864, -1.574], [1.748, -6.242, -2.757], [1.803, -7.093, -3.886], [1.921, -8.156, -1.154], [-0.357, -7.230, -1.718], [3.031, -4.412, -3.895], [-0.273, -4.072, -3.158], [0.014, -5.281, -4.484], [0.556, -3.631, -4.587], [2.762, -3.742, -1.458], [1.476, -2.950, -2.063], [-0.238, -4.562, -1.073], [0.895, -3.867, 0.197], [0.634, -5.990, 0.373], [2.349, -5.809, -0.254], [2.950, -7.850, -1.346], [1.767, -8.591, -0.167], [1.855, -9.057, -1.764], [-0.435, -8.317, -1.741], [-1.032, -6.971, -0.903], [-0.677, -6.663, -2.592], [3.852, -4.622, -3.209], [3.060, -3.379, -4.243], [3.328, -5.026, -4.746], [2.745, -7.171, -4.054], [3.152, 4.244, 9.145], [1.890, 3.882, 8.313], [1.759, 4.976, 7.170], [2.644, 4.805, 5.948], [2.296, 3.355, 5.385], [2.467, 2.260, 6.426], [1.831, 2.531, 7.735], [1.999, 1.499, 8.619], [1.985, 0.925, 5.842], [4.017, 2.051, 6.710], [0.592, 3.941, 9.215], [3.364, 3.541, 9.950], [2.926, 5.176, 9.663], [4.053, 4.465, 8.573], [0.699, 5.016, 6.919], [2.026, 5.955, 7.568], [3.721, 4.820, 6.116], [2.460, 5.421, 5.068], [3.122, 3.269, 4.679], [1.274, 3.246, 5.024], [2.344, 0.658, 4.848], [2.380, 0.057, 6.369], [0.908, 0.772, 5.766], [4.646, 2.204, 5.833], [4.443, 2.802, 7.376], [4.290, 1.100, 7.166], [0.426, 3.269, 10.057], [-0.329, 3.864, 8.637], [0.412, 4.913, 9.674], [1.142, 1.074, 8.533], [-2.485, 0.546, -7.308], [-2.789, -1.017, -7.061], [-2.072, -1.479, -5.752], [-2.502, -2.958, -5.432], [-4.120, -2.982, -5.241], [-4.844, -2.425, -6.424], [-4.284, -1.234, -6.900], [-4.999, -0.599, -7.981], [-5.023, -3.512, -7.465], [-6.334, -2.111, -5.957], [-2.181, -1.703, -8.328], [-3.201, 0.900, -8.050], [-1.417, 0.748, -7.394], [-2.729, 1.096, -6.400], [-1.012, -1.279, -5.906], [-2.383, -0.831, -4.933], [-1.990, -3.245, -4.514], [-2.005, -3.470, -6.256], [-4.428, -2.364, -4.397], [-4.226, -4.064, -5.157], [-5.788, -4.233, -7.179], [-5.381, -3.141, -8.425], [-4.083, -4.064, -7.447], [-6.694, -2.903, -5.301], [-6.480, -1.260, -5.292], [-7.120, -1.978, -6.700], [-2.515, -2.732, -8.192], [-1.103, -1.864, -8.310], [-2.485, -1.114, -9.193], [-5.604, 0.004, -7.542], [6.484, -4.300, 3.534], [5.334, -3.382, 3.997], [5.443, -2.064, 3.112], [4.236, -1.102, 3.329], [2.966, -1.894, 2.994], [2.758, -3.213, 3.692], [3.973, -4.062, 3.645], [3.923, -5.266, 4.159], [2.392, -2.962, 5.172], [1.624, -3.910, 2.919], [5.511, -3.025, 5.428], [7.532, -4.053, 3.700], [6.371, -4.747, 2.546], [6.480, -5.217, 4.123], [6.245, -1.467, 3.547], [5.803, -2.170, 2.089], [4.272, -0.404, 2.492], [4.064, -0.588, 4.274], [2.821, -2.081, 1.930], [2.183, -1.193, 3.285], [2.920, -2.099, 5.577], [1.334, -2.699, 5.157], [2.572, -3.736, 5.918], [1.416, -4.621, 3.720], [0.713, -3.354, 2.696], [1.961, -4.266, 1.946], [5.361, -3.939, 6.002], [4.983, -2.180, 5.869], [6.568, -2.816, 5.596], [4.213, -5.040, 5.046], [-5.199, 5.243, 4.920], [-5.268, 3.677, 4.571], [-5.134, 3.712, 3.061], [-4.772, 2.346, 2.409], [-3.438, 1.726, 2.989], [-3.613, 1.686, 4.572], [-4.135, 3.005, 5.092], [-4.155, 3.037, 6.451], [-4.454, 0.361, 4.949], [-2.091, 1.596, 5.073], [-6.681, 3.138, 5.058], [-4.235, 5.753, 4.926], [-5.619, 5.375, 5.917], [-5.976, 5.771, 4.368], [-6.103, 3.989, 2.645], [-4.595, 4.601, 2.736], [-4.783, 2.558, 1.340], [-5.532, 1.597, 2.632], [-2.540, 2.139, 2.529], [-3.597, 0.717, 2.608], [-4.091, -0.522, 4.424], [-4.288, -0.028, 5.953], [-5.518, 0.469, 4.737], [-1.543, 2.524, 5.232], [-1.973, 1.130, 6.051], [-1.365, 1.147, 4.395], [-6.914, 2.224, 4.512], [-7.430, 3.923, 4.952], [-6.627, 3.004, 6.139], [-3.301, 3.389, 6.712]], "mulliken_charge": [3.15, -1.24, 1.08, -0.68, -0.66, 0.35, 0.19, 0.34, -0.22, 0.84, -1.37, -1.53, -0.37, 0.68, -0.15, 0.36, 1.14, -0.65, -0.33, 0.10, -0.67, -0.62, -0.05, 0.40, 0.21, -0.24, -0.28, -0.54, -0.21, 0.09, 0.44, 0.37, 0.13, 0.28, 0.19, -0.43, -0.80, -0.45, -0.16, 0.31, 0.28, 0.15, 0.60, 0.23, 0.02, -0.40, -0.18, -0.39, -0.54, 0.28, 0.28, 0.30, 0.16, 0.21, 0.30, -0.83, -0.08, -0.58, -0.09, 0.31, 0.36, -0.05, 0.57, -0.06, 0.02, 0.64, -0.34, -0.54, -0.28, 0.05, -0.36, 0.21, 0.39, 0.32, 0.09, 1.36, -0.35, -0.37, -0.68, -0.72, 0.16, 0.41, -0.42, 0.31, 0.38, -1.61, 3.64, -0.93, -0.70, -1.54, 1.42, 0.68, -0.46, -1.67, -2.01, -1.94, 0.05, 0.29, -0.10, -0.58, 0.55, 0.48, 0.40, 0.44, 0.51, 0.26, 0.47, 0.33, 0.40, 0.30, 0.45, 0.46, 0.03, -0.08, 0.34, -1.34, 2.24, -1.62, 0.68, -2.13, 1.68, 0.67, -0.50, -1.97, -1.63, -1.76, -0.09, 0.39, 0.10, 0.71, 0.17, -0.25, 0.19, 0.69, 0.46, 0.42, 0.34, 0.43, 0.42, 0.19, 0.29, 0.55, -0.15, 0.49, 0.35, -1.82, 1.27, -1.13, -0.92, -1.34, 2.30, 0.90, -0.56, -2.47, -1.80, -1.67, 0.35, 0.48, 0.38, 0.36, 0.45, 0.33, 0.52, 0.38, 0.41, 0.32, 0.76, 0.06, 0.36, 0.37, 0.28, 0.37, 0.24, 0.41, 0.36, -1.76, 0.84, -0.07, -0.01, -0.54, 1.79, 1.23, -0.60, -2.19, -1.93, -1.56, 0.48, 0.39, 0.16, 0.40, -0.38, -0.62, 0.70, -0.50, 0.50, 0.51, 0.32, 0.43, 0.44, 0.31, 0.40, 0.45, 0.08, 0.40, 0.33, -1.99, 1.62, -1.59, 0.24, -1.26, 2.21, 0.40, -0.48, -1.40, -2.08, -1.66, 0.39, 0.42, 0.43, 0.51, 0.39, -0.03, 0.06, 0.12, 0.39, 0.06, 0.49, 0.24, 0.51, 0.43, 0.12, 0.41, 0.14, 0.53, 0.46, -1.97, 1.33, -1.54, -0.70, -0.62, 2.12, 0.47, -0.51, -1.70, -2.61, -1.65, 0.38, 0.46, 0.45, 0.47, 0.46, 0.37, 0.19, 0.51, -0.05, 0.49, 0.37, 0.28, 0.62, 0.40, 0.50, 0.34, 0.44, 0.38, 0.32]}

***

{"formula": "C16H33BrNO7", "method": "the ωB97M-V functional and the def2-TZVPD basis", "total_charge": 1, "lumo_energy_ev": -4.12, "energy_ev": -102982.7558, "homo_lumo_gap_ev": 7.522, "elements": ["C", "C", "N", "C", "C", "O", "Br", "H", "H", "H", "H", "H", "H", "H", "H", "H", "O", "C", "O", "C", "C", "C", "H", "H", "H", "H", "H", "H", "H", "H", "O", "C", "O", "C", "C", "C", "H", "H", "H", "H", "H", "H", "H", "H", "O", "C", "O", "C", "C", "C", "H", "H", "H", "H", "H", "H", "H", "H"], "coordinates": [[-4.051, 1.111, 1.570], [-2.658, 0.806, 0.699], [-1.873, 2.060, 0.382], [-0.786, 2.405, 1.378], [-1.309, 2.592, 2.929], [-1.972, 3.729, 3.261], [-1.090, 1.232, 4.388], [-5.018, 0.717, 1.041], [-3.896, 0.685, 2.666], [-4.087, 2.297, 1.674], [-3.044, 0.358, -0.331], [-2.004, -0.049, 1.206], [-1.402, 1.912, -0.557], [-2.565, 2.850, 0.212], [-0.363, 3.471, 1.046], [0.152, 1.674, 1.299], [2.558, 2.474, 0.163], [2.391, 3.023, -0.925], [1.562, 2.481, -1.844], [1.142, 3.140, -3.054], [2.144, 2.914, -4.168], [3.178, 4.247, -1.293], [0.940, 4.200, -2.877], [0.185, 2.687, -3.335], [3.120, 3.342, -3.924], [1.792, 3.364, -5.100], [2.300, 1.843, -4.332], [4.139, 3.945, -1.712], [3.350, 4.834, -0.384], [2.660, 4.907, -1.985], [-1.971, -1.625, -0.773], [-2.569, -2.700, -0.774], [-3.709, -2.846, -1.486], [-4.370, -4.104, -1.718], [-5.314, -4.438, -0.580], [-2.104, -3.836, 0.089], [-3.646, -4.901, -1.913], [-4.949, -3.983, -2.640], [-4.777, -4.558, 0.365], [-5.858, -5.363, -0.790], [-6.037, -3.629, -0.433], [-2.525, -3.724, 1.089], [-1.011, -3.797, 0.151], [-2.349, -4.817, -0.312], [4.705, -4.141, 2.181], [4.395, -2.956, 2.069], [3.314, -2.598, 1.341], [2.752, -1.272, 1.313], [3.444, -0.412, 0.274], [5.264, -1.880, 2.651], [2.759, -0.819, 2.308], [1.698, -1.390, 1.036], [4.504, -0.277, 0.507], [2.974, 0.573, 0.214], [3.394, -0.887, -0.711], [6.054, -1.631, 1.941], [5.716, -2.261, 3.573], [4.718, -0.981, 2.931]], "mulliken_charge": [-0.77, -0.41, -0.23, -0.16, 0.25, -0.46, -0.05, 0.32, 0.24, 0.23, 0.36, 0.19, 0.41, 0.49, 0.30, 0.26, -0.65, 0.85, -0.22, -0.44, -1.06, -1.25, 0.42, 0.29, 0.28, 0.38, 0.31, 0.29, 0.35, 0.39, -0.61, 0.83, -0.36, -0.40, -0.97, -1.04, 0.37, 0.31, 0.27, 0.37, 0.29, 0.27, 0.31, 0.35, -0.58, 0.69, -0.37, -0.45, -0.04, -0.85, 0.37, 0.22, 0.27, -0.34, 0.33, 0.24, 0.30, 0.30]}

***

{"formula": "C14H12HfN4OSe2", "method": "the ωB97M-V functional and the def2-TZVPD basis", "total_charge": 4, "lumo_energy_ev": -15.35, "energy_ev": -154676.8796, "homo_lumo_gap_ev": 7.751, "elements": ["Hf", "Se", "Se", "C", "C", "C", "C", "C", "N", "C", "C", "C", "C", "C", "N", "H", "H", "H", "H", "H", "H", "H", "H", "O", "C", "N", "C", "C", "C", "N", "H", "H", "H", "H"], "coordinates": [[-0.071, 0.038, -0.342], [1.056, 2.534, -0.949], [2.007, 1.338, 0.920], [2.831, -0.015, -0.187], [4.183, -0.191, -0.232], [4.652, -1.255, -1.026], [3.753, -2.046, -1.726], [2.397, -1.790, -1.624], [1.927, -0.788, -0.847], [-0.624, 2.901, -0.086], [-1.061, 4.170, 0.163], [-2.364, 4.296, 0.685], [-3.122, 3.164, 0.947], [-2.587, 1.914, 0.693], [-1.349, 1.774, 0.161], [4.864, 0.452, 0.314], [5.718, -1.442, -1.095], [4.090, -2.861, -2.356], [1.673, -2.390, -2.162], [-0.445, 5.038, -0.042], [-2.768, 5.283, 0.885], [-4.126, 3.242, 1.345], [-3.145, 1.006, 0.887], [-1.647, -0.421, -3.580], [-1.134, -0.275, -2.608], [-1.522, -1.706, 2.117], [-2.060, -2.921, 2.148], [-1.890, -3.515, 0.888], [-1.213, -2.581, 0.159], [-0.978, -1.438, 0.903], [-1.439, -1.050, 2.883], [-2.525, -3.297, 3.052], [-2.216, -4.498, 0.581], [-0.866, -2.669, -0.868]], "mulliken_charge": [1.14, 0.09, 0.01, 0.77, -0.71, -0.19, -0.76, 0.11, -0.18, 0.62, -0.70, -0.16, -0.83, 0.05, -0.10, 0.47, 0.49, 0.46, 0.44, 0.48, 0.49, 0.47, 0.49, 0.04, 0.23, -0.09, 0.03, -0.85, 0.06, 0.03, 0.24, 0.51, 0.44, 0.42]}

***

Copy entry 3 word for word.
{"formula": "C14H12HfN4OSe2", "method": "the ωB97M-V functional and the def2-TZVPD basis", "total_charge": 4, "lumo_energy_ev": -15.35, "energy_ev": -154676.8796, "homo_lumo_gap_ev": 7.751, "elements": ["Hf", "Se", "Se", "C", "C", "C", "C", "C", "N", "C", "C", "C", "C", "C", "N", "H", "H", "H", "H", "H", "H", "H", "H", "O", "C", "N", "C", "C", "C", "N", "H", "H", "H", "H"], "coordinates": [[-0.071, 0.038, -0.342], [1.056, 2.534, -0.949], [2.007, 1.338, 0.920], [2.831, -0.015, -0.187], [4.183, -0.191, -0.232], [4.652, -1.255, -1.026], [3.753, -2.046, -1.726], [2.397, -1.790, -1.624], [1.927, -0.788, -0.847], [-0.624, 2.901, -0.086], [-1.061, 4.170, 0.163], [-2.364, 4.296, 0.685], [-3.122, 3.164, 0.947], [-2.587, 1.914, 0.693], [-1.349, 1.774, 0.161], [4.864, 0.452, 0.314], [5.718, -1.442, -1.095], [4.090, -2.861, -2.356], [1.673, -2.390, -2.162], [-0.445, 5.038, -0.042], [-2.768, 5.283, 0.885], [-4.126, 3.242, 1.345], [-3.145, 1.006, 0.887], [-1.647, -0.421, -3.580], [-1.134, -0.275, -2.608], [-1.522, -1.706, 2.117], [-2.060, -2.921, 2.148], [-1.890, -3.515, 0.888], [-1.213, -2.581, 0.159], [-0.978, -1.438, 0.903], [-1.439, -1.050, 2.883], [-2.525, -3.297, 3.052], [-2.216, -4.498, 0.581], [-0.866, -2.669, -0.868]], "mulliken_charge": [1.14, 0.09, 0.01, 0.77, -0.71, -0.19, -0.76, 0.11, -0.18, 0.62, -0.70, -0.16, -0.83, 0.05, -0.10, 0.47, 0.49, 0.46, 0.44, 0.48, 0.49, 0.47, 0.49, 0.04, 0.23, -0.09, 0.03, -0.85, 0.06, 0.03, 0.24, 0.51, 0.44, 0.42]}